[1]
A structure of composition C22H33Cl2FN2O6PS at a distorted geometry, computed with wB97M-V/def2-TZVPD.

Structure (XYZ):
```
68
Properties=species:S:1:pos:R:3:forces:R:3
C 0.35901 -5.26360 1.60411 0.804 -0.482 0.302
C -1.26978 -5.10317 1.51307 -0.336 0.626 0.826
C -1.84608 -4.77624 0.00434 -0.337 -5.794 -3.584
O -1.83599 -5.82737 -0.86295 -0.062 7.495 5.249
O -2.40114 -3.44615 -0.41494 3.022 -2.068 0.351
C -1.55005 -3.03617 -1.58287 -0.494 -2.072 -1.126
C -1.53048 -1.47499 -1.92885 -2.962 -1.923 -2.232
N -0.59442 -0.50642 -1.24018 0.579 -0.857 -1.032
C 0.81257 -1.02792 -1.59293 3.570 -2.391 -0.031
C 2.09368 -0.29202 -0.94225 1.712 0.352 -0.838
C 3.03253 0.29951 -2.19504 0.511 -0.709 2.215
O 3.95387 -0.80475 -2.61680 -1.019 2.691 -1.239
C 4.78916 -0.16625 -3.67977 0.343 0.922 0.416
C -0.71558 0.78513 -2.03049 0.260 1.939 -1.068
P -2.43743 1.45083 -2.52907 -3.617 0.258 -0.074
O -3.66882 1.14961 -1.31148 1.417 -1.724 -2.370
Cl -3.21433 0.37588 -4.25127 0.767 -0.083 1.340
C -0.05016 2.12081 -1.36656 1.634 0.375 0.781
Cl -0.82032 3.63834 -2.19491 1.740 -0.630 0.916
C -0.22053 2.30982 0.23347 -0.039 1.165 0.312
C 1.10896 3.00072 0.97987 -0.958 0.487 0.322
C 1.77902 4.24765 0.19372 0.580 1.030 0.320
O 3.26198 4.13891 0.40484 -0.705 1.008 3.232
C 3.60860 4.38571 1.81231 2.979 -6.657 2.553
O 4.13872 3.33956 2.50543 -3.550 7.056 -4.662
C -0.52594 0.94038 1.03899 -0.208 1.216 1.877
C -1.69519 1.21719 2.20608 -2.237 -0.129 3.799
C -1.50951 0.55581 3.73236 -4.915 3.412 -2.079
C -2.81773 0.91168 4.69404 0.476 0.326 -1.888
C -4.11541 1.79146 4.26531 3.958 -1.137 -2.275
N -4.19450 2.38070 2.89939 4.240 -3.273 1.758
C -3.06450 2.07130 1.98305 0.939 -0.937 1.175
C -0.88359 -0.41276 0.23057 -1.540 0.232 5.246
F -2.33856 -0.65958 0.58672 3.134 0.520 -2.512
S -0.08192 -1.80541 1.28488 0.068 -0.160 -0.802
H 0.66723 -5.14373 2.74901 -0.731 -0.206 -2.510
H 0.75984 -6.33347 1.27014 -1.201 2.328 0.611
H 0.97316 -4.48257 0.98503 -1.354 -1.345 1.169
H -1.72495 -6.13445 1.90640 0.753 2.422 -1.270
H -1.58457 -4.24430 2.28014 0.534 -1.866 -1.919
H -2.09461 -3.57759 -2.50242 1.394 1.538 1.719
H -0.55456 -3.61866 -1.45057 -1.392 1.569 -0.503
H -1.29250 -1.36531 -3.09505 -0.370 -0.400 2.698
H -2.68904 -1.19601 -1.84931 2.876 -0.093 0.225
H 0.99403 -2.16128 -1.29670 -1.208 2.448 -0.385
H 0.99684 -1.05666 -2.77491 -1.081 0.428 2.627
H 2.82491 -1.05540 -0.38464 -1.956 1.520 -1.240
H 1.91747 0.57432 -0.19197 -0.072 -1.552 -1.388
H 2.35549 0.69338 -3.06404 1.401 -0.620 1.387
H 3.71164 1.12871 -1.69469 -1.450 -1.286 -1.372
H 5.54150 -0.91104 -4.18755 -1.815 1.302 1.209
H 4.05878 0.34088 -4.45255 1.649 -1.100 1.239
H 5.39199 0.69148 -3.11573 -1.045 -1.730 -1.482
H -0.17683 0.70172 -3.09709 -1.223 -0.271 2.423
H -4.21614 0.33369 -1.55575 0.929 1.486 0.650
H 1.11361 2.23050 -1.61023 -2.721 -0.515 0.242
H -1.07007 3.13772 0.37876 1.636 -2.251 -0.267
H 0.68992 3.41448 2.01735 0.942 -1.072 -2.168
H 1.94618 2.22329 1.23187 -1.533 1.413 -0.673
H 1.50123 5.32114 0.62028 0.033 -2.405 -0.884
H 1.63976 4.28945 -0.96356 0.236 -0.287 2.229
H 3.51762 5.40523 2.38000 -0.184 -1.639 -1.673
H 0.44891 0.70891 1.69181 -2.176 0.502 -1.717
H -0.58352 -0.07421 4.06768 -2.086 1.417 -0.525
H -2.81100 0.45777 5.79180 0.015 1.128 -2.609
H -4.97072 1.96448 5.08036 2.067 -0.298 -2.304
H -3.17460 2.52830 0.88345 0.012 -1.068 2.810
H 0.33686 -1.29895 2.52053 -0.629 0.418 -1.524
```
Forces are in eV/Å.

Properties
- gap between HOMO and LUMO (eV) = 8.308
- charge = +1
- HOMO (eV) = -11.42
- E_tot (a.u.) = -3177.90312

Okay, here come the natural (NBO) numbers, in e, for every atom: number 1, C, carries -0.63; number 2, C, carries -0.52; number 3, C, carries 0.78; number 4, O, carries -0.55; number 5, O, carries -0.55; number 6, C, carries -0.13; number 7, C, carries -0.29; number 8, N, carries -0.40; number 9, C, carries -0.27; number 10, C, carries -0.48; number 11, C, carries -0.09; number 12, O, carries -0.56; number 13, C, carries -0.28; number 14, C, carries -0.44; number 15, P, carries 1.18; number 16, O, carries -0.97; number 17, Cl, carries -0.32; number 18, C, carries -0.20; number 19, Cl, carries -0.01; number 20, C, carries -0.28; number 21, C, carries -0.46; number 22, C, carries -0.10; number 23, O, carries -0.55; number 24, C, carries 0.58; number 25, O, carries -0.54; number 26, C, carries -0.33; number 27, C, carries -0.06; number 28, C, carries -0.20; number 29, C, carries -0.24; number 30, C, carries 0.02; number 31, N, carries -0.41; number 32, C, carries 0.02; number 33, C, carries 0.47; number 34, F, carries -0.36; number 35, S, carries 0.00; number 36, H, carries 0.23; number 37, H, carries 0.25; number 38, H, carries 0.21; number 39, H, carries 0.27; number 40, H, carries 0.24; number 41, H, carries 0.26; number 42, H, carries 0.23; number 43, H, carries 0.28; number 44, H, carries 0.28; number 45, H, carries 0.28; number 46, H, carries 0.27; number 47, H, carries 0.28; number 48, H, carries 0.24; number 49, H, carries 0.17; number 50, H, carries 0.21; number 51, H, carries 0.23; number 52, H, carries 0.18; number 53, H, carries 0.19; number 54, H, carries 0.31; number 55, H, carries 0.51; number 56, H, carries 0.27; number 57, H, carries 0.28; number 58, H, carries 0.26; number 59, H, carries 0.25; number 60, H, carries 0.21; number 61, H, carries 0.22; number 62, H, carries 0.19; number 63, H, carries 0.27; number 64, H, carries 0.23; number 65, H, carries 0.24; number 66, H, carries 0.26; number 67, H, carries 0.22; number 68, H, carries 0.19

[2]
The molecule C22H33FN6 at a distorted geometry, computed with wB97M-V/def2-TZVPD.

Structure (XYZ):
```
62
Properties=species:S:1:pos:R:3:forces:R:3
C -3.70804 -2.65911 -0.23446 0.052 0.123 -0.136
C -3.52687 -1.45967 -1.15531 -0.150 0.224 0.105
C -4.85766 -0.75340 -1.40436 0.224 -0.134 -0.040
C -2.47468 -0.46078 -0.60510 -0.075 -0.513 -0.435
C -2.97583 0.21168 0.62380 -0.049 0.901 0.107
N -3.37490 -0.33660 1.75060 0.206 -0.659 -0.560
N -3.74795 0.65151 2.55007 -0.312 -0.040 0.911
N -3.60768 1.77549 1.98775 -0.075 1.333 -0.130
N -3.12480 1.55692 0.75966 -0.201 -1.364 0.283
C -2.82538 2.64215 -0.13258 0.154 0.465 -0.208
C -1.33805 2.87481 -0.23647 -0.021 -0.017 -0.113
C -0.71783 2.98892 -1.47276 -0.099 0.048 0.225
C 0.64445 3.21651 -1.55778 0.265 0.050 0.103
C 1.37506 3.32074 -0.38856 -0.199 -0.011 -0.076
F 2.70023 3.54703 -0.46562 -0.042 -0.039 0.012
C 0.78297 3.20228 0.85677 0.137 0.045 -0.110
C -0.57942 2.98080 0.92437 0.001 -0.002 -0.127
N -1.19235 -1.14424 -0.44144 0.012 0.098 -0.037
C -0.11590 -0.61370 -1.25097 0.332 -0.077 -0.112
C 1.02678 -1.64356 -1.29554 -0.098 0.173 -0.148
N 1.50412 -2.05738 0.00103 -0.107 -0.064 0.117
C 2.64199 -1.37652 0.59002 0.190 0.022 -0.345
C 2.59571 0.15875 0.62819 -0.017 -0.181 0.419
C 3.82591 0.70987 1.34465 0.035 0.133 -0.302
C 5.10471 0.24818 0.65445 0.042 -0.098 0.335
C 5.15741 -1.27493 0.59603 0.036 0.157 -0.347
C 3.92752 -1.82217 -0.12102 0.029 -0.056 0.468
C 0.39750 -2.42237 0.85345 -0.170 0.159 0.087
C -0.72231 -1.37537 0.90920 0.181 -0.391 0.189
H -2.76554 -3.18701 -0.12721 0.094 -0.140 0.048
H -4.04345 -2.33628 0.74741 -0.077 -0.083 0.060
H -4.44537 -3.33995 -0.65326 -0.060 -0.106 -0.042
H -3.12847 -1.81405 -2.11219 0.058 0.065 0.038
H -5.29726 -0.42116 -0.46599 -0.105 0.051 0.094
H -4.72963 0.11036 -2.05598 -0.041 0.131 -0.082
H -5.55866 -1.43468 -1.87979 -0.112 -0.024 -0.052
H -2.34646 0.32317 -1.36471 -0.014 -0.085 0.091
H -3.31427 3.52410 0.29380 -0.034 -0.180 -0.120
H -3.25796 2.43881 -1.11659 0.014 0.051 0.142
H -1.29995 2.90572 -2.37883 -0.073 -0.032 -0.106
H 1.13911 3.31043 -2.51127 0.088 0.012 -0.086
H 1.38254 3.28811 1.74881 0.098 0.010 0.084
H -1.06114 2.89288 1.88754 -0.037 -0.027 0.110
H -0.47858 -0.45594 -2.27004 0.005 0.038 -0.021
H 0.25258 0.35133 -0.85937 -0.025 -0.056 -0.056
H 1.85283 -1.24575 -1.88427 0.033 -0.022 -0.066
H 0.64069 -2.53747 -1.80063 -0.006 0.088 -0.124
H 2.70059 -1.73385 1.62527 0.013 0.012 -0.022
H 1.69241 0.49221 1.14460 -0.035 0.011 -0.107
H 2.57118 0.55089 -0.39100 -0.080 0.043 -0.104
H 3.78908 1.80106 1.35373 -0.022 0.025 0.104
H 3.82659 0.36412 2.38146 0.000 0.020 0.085
H 5.97493 0.63287 1.19022 0.043 0.055 -0.068
H 5.13144 0.65260 -0.35994 0.042 0.051 -0.072
H 6.06247 -1.59748 0.07689 0.041 -0.051 0.077
H 5.19418 -1.67588 1.61169 0.048 -0.051 0.059
H 3.92380 -1.46198 -1.15125 -0.026 0.013 -0.125
H 3.95384 -2.91232 -0.14831 -0.053 -0.013 -0.052
H 0.76335 -2.62535 1.86073 0.018 -0.037 0.005
H -0.03353 -3.34577 0.44773 -0.102 -0.008 0.121
H -1.54217 -1.75455 1.51843 0.112 0.024 0.027
H -0.34385 -0.44502 1.37428 -0.087 -0.068 0.026
```
Forces are in eV/Å.

Properties
- gap between HOMO and LUMO (eV) = 8.387
- SMILES = CC(C)[C@@H](c1nnnn1Cc1ccc(F)cc1)N1CCN(C2CCCCC2)CC1
- HOMO (eV) = -7.83
- E_tot (a.u.) = -1286.48565
- energy above the lowest of the compared OMol25 structures with the same formula, charge and spin (kJ/mol) = 0.00

Okay, here come the natural (NBO) numbers, in e, for every atom: number 1, C, carries -0.63; number 2, C, carries -0.18; number 3, C, carries -0.62; number 4, C, carries -0.08; number 5, C, carries 0.35; number 6, N, carries -0.32; number 7, N, carries -0.06; number 8, N, carries -0.08; number 9, N, carries -0.20; number 10, C, carries -0.24; number 11, C, carries -0.06; number 12, C, carries -0.18; number 13, C, carries -0.28; number 14, C, carries 0.39; number 15, F, carries -0.32; number 16, C, carries -0.23; number 17, C, carries -0.20; number 18, N, carries -0.47; number 19, C, carries -0.22; number 20, C, carries -0.22; number 21, N, carries -0.46; number 22, C, carries -0.03; number 23, C, carries -0.42; number 24, C, carries -0.39; number 25, C, carries -0.40; number 26, C, carries -0.40; number 27, C, carries -0.39; number 28, C, carries -0.20; number 29, C, carries -0.25; number 30, H, carries 0.22; number 31, H, carries 0.23; number 32, H, carries 0.21; number 33, H, carries 0.20; number 34, H, carries 0.21; number 35, H, carries 0.20; number 36, H, carries 0.22; number 37, H, carries 0.21; number 38, H, carries 0.25; number 39, H, carries 0.22; number 40, H, carries 0.22; number 41, H, carries 0.23; number 42, H, carries 0.23; number 43, H, carries 0.23; number 44, H, carries 0.20; number 45, H, carries 0.17; number 46, H, carries 0.20; number 47, H, carries 0.20; number 48, H, carries 0.19; number 49, H, carries 0.21; number 50, H, carries 0.19; number 51, H, carries 0.21; number 52, H, carries 0.19; number 53, H, carries 0.21; number 54, H, carries 0.19; number 55, H, carries 0.21; number 56, H, carries 0.19; number 57, H, carries 0.19; number 58, H, carries 0.22; number 59, H, carries 0.20; number 60, H, carries 0.19; number 61, H, carries 0.23; number 62, H, carries 0.16